No. 1
{
  "formula": "C4H12BFNO7S",
  "method": "wB97M-V/def2-TZVPD",
  "orbital_gap_ev": 9.1877,
  "charge": 1,
  "elements": ["H", "H", "C", "O", "H", "S", "N", "H", "O", "H", "H", "H", "F", "H", "H", "O", "O", "H", "H", "C", "O", "C", "O", "O", "H", "B", "C"],
  "xyz": [[-3.41133, -3.49982, 2.06214], [2.97636, 3.31112, -1.47917], [-1.61350, -1.74183, -0.29886], [-0.46044, -1.11403, 0.00687], [0.92011, -2.41849, -0.87247], [4.13862, 2.57244, 0.40408], [2.82276, 2.55452, -0.80712], [-3.08198, -4.11457, 0.43000], [0.89985, 4.02123, -0.14897], [-4.10090, -2.04759, -0.55071], [0.31196, -1.12700, -1.92386], [-4.46317, -1.45452, 1.07981], [4.87187, 3.75384, -0.24166], [0.03743, 1.64393, 0.72074], [1.11266, 4.66627, 0.53424], [3.52448, 3.03322, 1.58157], [-2.51061, -1.41591, 0.61769], [-4.74727, -3.92327, 0.98485], [2.85851, 1.66310, -1.31130], [-3.74747, -3.49169, 1.02526], [-1.75941, -2.47192, -1.24047], [-3.79347, -2.07907, 0.49355], [4.88671, 1.40538, 0.20507], [0.90954, 1.61339, 0.30307], [1.41834, -0.73847, -0.57152], [1.39586, 2.77724, -0.09808], [0.60451, -1.37752, -0.90474]]
}

---

No. 2
{
  "formula": "CHF2IO",
  "method": "wB97M-V/def2-TZVPD",
  "smiles": "O=CF.FI",
  "orbital_gap_ev": 8.5544,
  "charge": 0,
  "relative_energy_ev": 1.532,
  "elements": ["C", "O", "H", "I", "F", "F"],
  "xyz": [[0.16512, 0.77078, -0.69960], [0.23942, -0.08504, -1.50396], [-0.43256, 0.88750, 0.14978], [-3.88321, -0.44920, -0.23826], [0.79189, 2.07256, -0.77827], [-4.09740, 1.23710, 0.83095]]
}

---

No. 3
{
  "formula": "C4H6N2S2",
  "method": "wB97M-V/def2-TZVPD",
  "smiles": "NC[C@@H]1C=NSC1=S",
  "orbital_gap_ev": 8.3421,
  "charge": 0,
  "relative_energy_ev": 2.171,
  "elements": ["H", "H", "C", "S", "C", "N", "N", "H", "S", "H", "C", "H", "H", "C"],
  "xyz": [[0.44717, -1.69416, -0.74786], [-0.93694, -0.03418, -1.76826], [0.17686, -0.88669, 1.30111], [1.91609, 0.84882, -1.84196], [-1.01571, -0.06416, -0.64426], [-0.99650, 1.23427, 0.00554], [1.23850, -0.50806, 1.95758], [-1.96280, -0.53146, -0.29533], [2.44114, 0.22893, 1.02527], [-0.45936, 1.93988, -0.68646], [1.51366, 0.06490, -0.45379], [-1.99546, 1.54794, 0.38710], [-0.65444, -1.33856, 1.96950], [0.28781, -0.80746, -0.20818]]
}

---

No. 4
{
  "formula": "C20H7Cl5N5O3S3Tl",
  "method": "wB97M-V/def2-TZVPD",
  "orbital_gap_ev": 6.3443,
  "charge": -2,
  "relative_energy_ev": 0.078,
  "elements": ["C", "N", "H", "C", "C", "C", "N", "C", "O", "H", "S", "C", "C", "O", "H", "C", "N", "C", "H", "C", "N", "C", "C", "C", "C", "C", "Cl", "H", "Tl", "Cl", "C", "Cl", "C", "N", "C", "C", "H", "S", "S", "O", "C", "Cl", "Cl", "H"],
  "xyz": [[-4.89353, 0.05015, 0.30315], [5.28059, 5.22169, 2.08416], [-5.92883, 0.01749, 0.66739], [0.69574, -3.90186, 1.76933], [-2.64238, 0.64871, 0.92347], [-4.59664, -0.38201, -0.96147], [-1.07189, 0.40182, -1.00690], [0.78603, -2.71378, 1.02442], [1.18987, -0.40367, 0.94940], [-4.33302, 0.60252, 2.25529], [1.38749, -1.39155, -4.81061], [1.05650, -1.47511, 1.62058], [1.97391, 0.19116, -3.83058], [3.10524, 0.06061, -3.00100], [-5.32320, -0.82333, -1.72214], [-0.19373, -0.22401, -3.22181], [-2.51951, -0.42786, -2.44340], [2.93767, 4.34472, 1.44081], [-0.85701, -2.22971, -4.15011], [-0.19407, -1.32023, -4.00373], [0.77601, 0.64860, -3.08795], [-3.25537, -0.19256, -1.30917], [1.19708, -1.51832, 3.05857], [-2.26489, 0.30523, -0.38846], [2.04177, 5.09305, 2.25621], [2.42308, 3.49442, 0.47353], [0.32268, -5.37852, 1.01734], [2.20747, 0.89967, -4.61459], [1.38389, 0.99390, -0.94135], [1.50080, -2.61441, 5.49267], [4.31000, 4.74756, 1.65855], [0.49510, -2.65476, -0.67222], [-1.24303, -0.03754, -2.19943], [1.51166, 5.86929, 2.94688], [0.80881, -3.85580, 3.14583], [1.13583, -2.64366, 3.80525], [-2.76893, -0.62745, -3.37483], [0.69327, 3.16555, 0.37600], [3.39847, 2.61549, -0.64080], [2.70197, -0.59038, -1.74047], [-3.98185, 0.41971, 1.23524], [1.02434, -5.39498, 4.04125], [1.67958, -0.03743, 3.84801], [-1.95696, 1.04762, 1.72769]]
}

---

No. 5
{
  "formula": "C34H77BF6N8O19PbS2",
  "method": "wB97M-V/def2-TZVPD",
  "orbital_gap_ev": 7.3577,
  "charge": 0,
  "elements": ["H", "H", "H", "N", "H", "N", "H", "H", "H", "H", "H", "F", "H", "C", "H", "C", "H", "O", "H", "H", "C", "H", "H", "H", "H", "C", "H", "C", "H", "H", "C", "H", "C", "H", "C", "O", "H", "H", "H", "C", "F", "C", "H", "C", "H", "H", "C", "O", "H", "C", "H", "C", "N", "H", "C", "H", "O", "H", "H", "H", "H", "H", "H", "C", "F", "N", "N", "O", "O", "H", "O", "C", "C", "H", "H", "C", "S", "H", "H", "F", "H", "S", "C", "O", "H", "C", "H", "H", "C", "H", "H", "C", "C", "H", "C", "O", "N", "C", "H", "H", "H", "N", "B", "O", "O", "O", "C", "C", "H", "H", "H", "O", "H", "H", "O", "C", "O", "H", "H", "H", "Pb", "H", "H", "O", "H", "H", "H", "H", "O", "C", "H", "O", "C", "H", "H", "F", "F", "N", "H", "C", "H", "C", "H", "H", "H", "O", "C", "H"],
  "xyz": [[-0.00796, 3.62702, 5.47407], [3.36563, 4.27215, -0.42131], [2.44913, -2.82058, 4.07051], [-2.09738, -4.39311, -1.47366], [-0.76719, 4.28439, -2.49401], [-0.61564, 2.87056, 5.77560], [-1.56745, -5.63779, 0.12470], [4.51326, 5.79708, 1.20762], [2.82481, -3.60249, -3.70233], [-5.06623, -0.94227, -2.50568], [-3.12450, -7.29562, -0.02180], [-3.62945, -2.38255, -0.00087], [-5.97107, -6.11939, -4.52802], [-1.88937, -5.76125, -0.91245], [1.75618, 2.10977, 4.72040], [-3.37677, -0.03330, 6.04985], [4.64150, -1.14244, -3.30066], [1.33961, 2.44657, -4.24638], [4.11016, -1.85437, -4.86791], [5.42832, 5.61135, -1.56852], [1.25525, 1.52313, -3.32558], [6.34125, 6.22680, -0.34780], [-1.49476, 2.69257, -2.65160], [0.41121, 5.16812, -0.74096], [3.00036, 5.67949, -1.43563], [4.20603, 7.57462, 0.07029], [0.20412, 5.20116, 1.02077], [-1.56057, 3.62162, -2.09467], [-0.70782, 1.82794, 3.88536], [2.14890, -1.39464, 8.57369], [2.48132, 1.68279, -2.38908], [4.36726, -1.77249, 5.52953], [-0.38461, 1.68419, 4.92225], [-3.21716, -7.26979, -1.77192], [-4.84325, -4.48693, -5.06062], [0.36661, -5.67184, -1.67069], [1.87918, -6.94948, -1.00610], [1.87674, -1.39549, -4.03811], [-3.08016, -0.30268, 7.07441], [2.79091, -0.54982, 8.32195], [-0.39566, 0.85454, -0.19993], [1.07582, 1.31334, 5.05499], [4.44445, -3.73853, -1.67068], [-4.60894, -3.78561, -6.35631], [-4.07441, -6.02725, -0.85560], [1.38502, -7.12267, -2.72522], [2.72296, -4.18925, 0.23111], [2.00361, 4.65459, -3.43601], [1.09853, 3.88444, 0.28245], [3.45232, -1.35392, 5.98165], [-1.15461, -6.56982, -2.76920], [-3.32235, -2.19967, 1.29205], [-0.66309, -2.18779, 0.55657], [2.33362, -5.74569, -2.23161], [-3.17006, -6.63053, -0.88315], [-4.08182, 5.47866, -3.81249], [1.32225, -1.50448, 2.12804], [-1.13405, -0.35939, 4.91858], [1.28678, 1.12513, 6.10523], [-4.17361, -2.80146, -6.15747], [3.25707, -0.41275, 5.45432], [-4.32654, 7.22130, -0.01458], [-5.03439, 6.95344, -3.48073], [3.15252, 5.35075, -0.40084], [-1.20567, 0.51825, 1.78294], [4.98243, 0.01624, 7.27325], [-5.37655, -5.83667, -5.30876], [2.69556, 1.04399, -1.41163], [2.07338, 5.71348, 0.41499], [-3.37708, -0.94503, 5.43498], [-2.56241, 0.96733, 5.53617], [-0.83511, -6.44163, -1.72340], [1.78404, -2.55969, 4.90870], [-3.34995, 7.87107, -1.09176], [-1.15164, 3.44710, -1.08105], [4.35503, -2.05542, -3.82483], [-1.58640, -2.65959, 1.80462], [1.09075, -3.39825, 5.00542], [5.08458, 8.04771, 0.52479], [-4.13446, -2.91110, 2.03288], [1.19507, -1.69897, 4.58666], [0.60385, -1.20350, 0.94912], [-0.10855, 0.51380, 1.03983], [2.39137, 6.79512, -4.04722], [-3.08089, 4.86970, -0.29681], [3.55618, -3.10357, -1.75229], [-2.99682, -4.01991, -1.18740], [1.44027, 0.50528, 4.41336], [-1.21610, 0.55852, 5.51606], [-1.56728, 3.18109, 5.59222], [-5.44687, -2.57632, -1.85927], [3.87203, -0.96821, 7.37620], [3.17031, -2.72694, -3.14569], [-5.53154, -3.59189, -6.91211], [-4.15706, 6.37274, -3.20197], [0.45490, 0.62782, -3.26730], [2.01364, -1.76441, -3.09508], [0.90393, 4.96847, 0.21546], [2.14148, 0.22054, 7.90018], [4.38056, -1.85418, 7.79141], [-0.63991, -7.44087, -1.31633], [5.57451, 5.60383, -0.56520], [2.48230, 3.35432, -3.92727], [-2.82043, 4.17539, -2.16290], [3.51599, 5.45362, -6.42965], [-1.56666, -4.08331, 1.94858], [1.54399, -6.41812, -1.89946], [-5.74480, -3.69061, -4.12409], [-3.28374, 7.00501, -3.40733], [-5.04434, 5.51757, -1.41753], [3.33784, -3.47003, 0.78129], [-1.38371, -1.91220, 2.99776], [4.23831, 7.86272, -0.98380], [3.21658, -0.18982, 9.25963], [2.48349, -2.35021, 6.10991], [2.41606, 5.62152, -4.27105], [3.24160, 2.61875, -2.91703], [3.32209, 7.93613, 0.58893], [5.54432, -0.15849, 6.45227], [-3.92995, -4.30927, -7.02874], [0.22270, -3.01479, -1.65587], [-0.86366, 0.36852, 6.53870], [-4.41522, 0.29789, 6.10679], [1.33639, -1.22064, -0.30490], [-2.04984, 5.94646, -1.37253], [2.37569, -0.93004, -2.61539], [3.31410, -5.10953, 0.17119], [-6.03366, -5.76321, -6.08409], [3.23648, 3.63924, -5.14414], [-4.16296, 6.10072, -1.69733], [5.26153, -2.66972, -3.85384], [-5.21390, -2.40986, -3.88149], [4.36664, 6.05658, 0.15506], [-5.80969, -4.20610, -3.15399], [-6.73615, -3.64136, -4.60125], [-3.50541, -0.90819, 1.57774], [0.80292, 1.29887, 1.57020], [-4.24943, 7.39336, -1.01928], [-2.24292, -4.52797, -2.47627], [-5.65168, -1.84789, -2.64129], [5.57322, 0.00591, 8.08992], [3.12720, 4.93362, -5.45456], [-6.69416, -1.56540, -2.78470], [1.79996, -4.37453, 0.77542], [-3.89029, -4.61947, -4.54730], [2.43726, -3.69940, -1.07237], [-2.93408, 5.30173, -1.29511], [3.83864, -2.21400, -1.16589]]
}

---

No. 6
{
  "formula": "C5H9NO",
  "method": "wB97M-V/def2-TZVPD",
  "smiles": "CC(=O)[C@@H]1CN1C",
  "orbital_gap_ev": 10.3272,
  "charge": 0,
  "relative_energy_ev": 1.946,
  "elements": ["H", "H", "C", "C", "H", "H", "C", "O", "H", "C", "H", "C", "N", "H", "H", "H"],
  "xyz": [[1.69685, -1.54161, 0.27440], [0.72154, 0.43129, -2.57519], [-1.49455, 1.16308, 1.18298], [-0.29907, -0.70602, -0.13919], [-2.28486, 1.25237, 1.93073], [2.30838, 0.62481, -1.80051], [1.37343, 0.05657, -1.78058], [-2.48251, -0.96051, 0.69377], [1.60481, -1.00220, -1.98753], [-1.51960, -0.22845, 0.59509], [-0.52220, 1.41715, 1.61380], [1.03688, -0.71152, 0.52940], [0.72832, 0.25559, -0.49332], [-1.67754, 1.88631, 0.38008], [1.14680, -0.32984, 1.54253], [-0.49918, -1.53252, -0.82224]]
}